Here is a molecular structure, C53H53BrClN2O4P2Si2Sn at a distorted geometry from OMol25. Energies are from ωB97M-V/def2-TZVPD.

```
119
Properties=species:S:1:pos:R:3:mulliken_charge:R:1
Sn -0.756 0.126 -0.148 -1.499
C -0.764 2.914 2.828 -1.120
Si 0.152 1.769 1.636 0.641
C 1.320 0.749 2.862 0.671
C 2.223 1.658 3.436 -0.152
C 3.082 1.361 4.477 -1.241
C 3.036 0.102 5.031 -1.089
C 2.201 -0.851 4.484 -0.712
C 1.376 -0.580 3.373 1.316
P 0.586 -2.214 2.785 1.980
C 1.024 -3.098 1.224 -0.325
C 1.683 -2.498 0.170 0.863
C 2.033 -3.235 -0.954 -0.405
C 1.714 -4.581 -1.031 -0.904
C 1.052 -5.189 0.032 -1.030
C 0.715 -4.458 1.159 -0.466
C 1.367 -3.451 3.918 -0.682
C 2.623 -3.955 3.577 0.258
C 3.269 -4.845 4.419 -0.830
C 2.669 -5.239 5.607 -0.538
C 1.423 -4.738 5.952 -0.788
C 0.774 -3.841 5.115 -0.421
C 1.397 2.979 0.766 0.368
C 1.723 4.224 1.314 0.250
C 2.670 5.051 0.733 -0.889
C 3.325 4.663 -0.431 -1.073
C 2.994 3.458 -1.022 -0.439
C 2.023 2.639 -0.440 -0.225
P 1.638 1.016 -1.138 0.711
C 3.310 0.273 -1.010 0.646
C 3.808 0.043 0.277 -0.307
C 5.019 -0.602 0.460 -0.518
C 5.763 -1.005 -0.643 -0.728
C 5.307 -0.724 -1.921 -0.680
C 4.082 -0.091 -2.108 -0.638
C 1.355 1.089 -2.929 1.043
C 1.294 2.242 -3.701 -1.097
C 0.898 2.169 -5.031 -0.613
C 0.558 0.950 -5.596 -0.763
C 0.618 -0.210 -4.832 -0.748
C 1.003 -0.138 -3.504 -0.117
H -0.125 3.212 3.664 0.527
H -1.114 3.808 2.308 0.152
H -1.631 2.408 3.237 0.283
H 2.247 2.660 3.034 0.197
H 3.754 2.116 4.865 0.475
H 3.651 -0.164 5.881 0.472
H 2.214 -1.807 4.961 0.364
H 1.939 -1.458 0.223 0.067
H 2.558 -2.744 -1.765 0.490
H 1.980 -5.155 -1.910 0.447
H 0.810 -6.244 -0.010 0.455
H 0.221 -4.959 1.980 0.516
H 3.107 -3.638 2.662 0.434
H 4.249 -5.221 4.153 0.453
H 3.176 -5.929 6.270 0.416
H 0.956 -5.034 6.882 0.429
H -0.183 -3.433 5.408 0.453
H 1.216 4.559 2.213 0.370
H 2.910 6.002 1.193 0.453
H 4.091 5.293 -0.863 0.463
H 3.492 3.140 -1.932 0.574
H 3.233 0.378 1.133 0.106
H 5.380 -0.796 1.463 0.508
H 6.700 -1.529 -0.505 0.413
H 5.902 -1.000 -2.782 0.455
H 3.730 0.126 -3.110 0.428
H 1.553 3.199 -3.266 0.292
H 0.842 3.073 -5.624 0.434
H 0.251 0.901 -6.633 0.412
H 0.356 -1.165 -5.273 0.417
H 1.042 -1.035 -2.891 0.075
Br -1.483 -2.895 3.066 -0.163
O -4.661 -0.405 2.670 -0.762
Cl -3.543 0.232 2.059 1.687
O -2.418 0.209 2.959 -0.650
O -3.188 -0.527 0.842 -0.664
O -3.840 1.576 1.680 -0.634
N -3.514 -4.157 -1.443 -0.016
C -4.031 -2.857 -0.889 -0.882
C -3.965 -1.790 -1.965 0.388
N -2.587 -1.683 -2.418 0.402
C -2.167 -2.905 -3.067 -0.683
C -2.136 -3.998 -2.012 -0.258
H -4.141 -4.470 -2.186 0.397
H -3.511 -4.859 -0.707 0.375
H -3.392 -2.550 -0.065 0.303
H -5.044 -3.007 -0.518 0.336
H -4.260 -0.848 -1.512 -0.431
H -4.660 -2.031 -2.788 0.383
H -2.469 -0.864 -3.001 -0.249
H -1.163 -2.781 -3.472 0.252
H -2.838 -3.208 -3.893 0.418
H -1.477 -3.686 -1.203 -0.058
H -1.810 -4.954 -2.419 0.452
C -2.093 6.438 0.798 -0.621
C -3.150 5.547 0.918 -0.869
C -3.087 4.302 0.310 -0.073
C -1.972 3.925 -0.446 0.438
C -0.920 4.837 -0.557 0.228
C -0.973 6.076 0.062 -0.645
Si -1.825 2.263 -1.324 2.000
C -3.423 1.778 -2.210 1.066
C -4.660 1.707 -1.557 -0.638
C -5.815 1.363 -2.247 -0.530
C -5.754 1.054 -3.600 -0.734
C -4.531 1.087 -4.258 -0.436
C -3.381 1.451 -3.569 -0.570
H -2.143 7.411 1.271 0.377
H -4.028 5.822 1.490 0.454
H -3.906 3.612 0.447 -0.003
H -0.044 4.575 -1.144 0.168
H -0.141 6.764 -0.033 0.439
H -0.909 2.571 -2.456 -0.566
H -4.715 1.908 -0.495 0.079
H -6.765 1.334 -1.728 0.444
H -6.655 0.790 -4.139 0.391
H -4.478 0.846 -5.314 0.473
H -2.431 1.499 -4.096 0.444
```

As for the spin multiplicity: 1. For the HOMO energy, the calculation gives -8.85 eV. Its charge is +1. As for the energy above the lowest of the compared OMol25 structures with the same formula, charge and spin: 58.60 kcal/mol. The calculation puts the gap between HOMO and LUMO at 5.65 eV.